# C29H48AsBrN2O4W

A structure of composition C29H48AsBrN2O4W in a non-equilibrium geometry (wB97M-V/def2-TZVPD, the Open Molecules 2025 dataset).

The frontier orbital gap (alpha / beta) comes out at 7.228 / 7.181 eV. The strongest force on any atom is 1.72 eV Å⁻¹. The lowest unoccupied orbital energy (alpha / beta) is -6.63 / -6.57 eV. Its energy above the lowest of the compared OMol25 structures with the same formula, charge and spin is 0.141 eV. For the molar mass, the calculation gives 827.38 g mol⁻¹. The highest occupied orbital energy (alpha / beta) comes out at -13.859 / -13.747 eV.

```
! wB97M-V def2-TZVPD RIJCOSX def2/J DEFGRID3
* xyz 2 1
W -0.223 0.012 -0.564
C 0.991 1.791 -0.055
C 1.371 0.791 0.918
C 2.107 -0.226 0.189
C 2.080 0.165 -1.174
C 1.455 1.411 -1.356
C 1.644 2.288 -2.580
C 3.154 2.577 -2.662
C 1.208 1.555 -3.853
C 0.927 3.627 -2.420
C 3.013 -1.386 0.665
C 4.063 -0.800 1.624
C 3.837 -1.950 -0.509
C 2.278 -2.545 1.355
C 1.193 1.133 2.410
C 2.463 1.883 2.854
C 0.025 2.123 2.611
C 0.946 -0.076 3.316
H 0.626 2.771 0.204
H 2.600 -0.343 -1.968
H 3.724 1.672 -2.876
H 3.525 3.006 -1.730
H 3.352 3.292 -3.462
H 1.868 0.710 -4.066
H 1.260 2.224 -4.713
H 0.188 1.178 -3.773
H 1.348 4.204 -1.594
H -0.139 3.519 -2.242
H 1.055 4.222 -3.324
H 4.559 0.067 1.186
H 4.824 -1.558 1.812
H 3.648 -0.515 2.583
H 4.442 -1.178 -0.988
H 3.256 -2.451 -1.284
H 4.524 -2.696 -0.113
H 1.879 -2.260 2.326
H 2.979 -3.365 1.512
H 1.440 -2.926 0.773
H 2.641 2.754 2.222
H 3.356 1.260 2.834
H 2.325 2.237 3.877
H 0.277 3.124 2.257
H -0.170 2.214 3.679
H -0.896 1.807 2.129
H 1.823 -0.703 3.439
H 0.131 -0.705 2.956
H 0.672 0.277 4.310
C -3.845 -2.861 -2.182
O -2.472 -3.307 -2.311
C -1.519 -2.448 -2.086
O -1.684 -1.253 -1.783
N -0.292 -2.952 -2.246
N 0.757 -2.083 -1.968
H -4.441 -3.765 -2.239
H -4.087 -2.196 -3.007
H -3.986 -2.364 -1.227
H -0.147 -3.913 -2.525
H 1.289 -1.885 -2.812
H 1.367 -2.498 -1.270
C -2.233 2.196 -3.443
As -2.034 1.566 -1.626
C -2.310 3.143 -0.538
C -3.776 0.745 -1.434
H -3.184 2.727 -3.465
H -2.280 1.342 -4.117
H -1.434 2.858 -3.756
H -3.113 3.731 -0.980
H -1.414 3.753 -0.464
H -2.605 2.814 0.457
H -4.505 1.554 -1.448
H -3.852 0.199 -0.499
H -3.951 0.080 -2.274
Br -4.517 -3.633 5.892
C -3.610 -2.864 4.452
C -3.787 -1.509 4.182
C -3.122 -0.943 3.114
C -2.275 -1.731 2.330
C -2.098 -3.088 2.613
C -2.772 -3.659 3.673
C -1.548 -1.126 1.240
O -0.629 -1.721 0.579
O -1.767 0.084 0.835
H -4.438 -0.915 4.807
H -3.249 0.107 2.888
H -1.434 -3.685 2.003
H -2.653 -4.707 3.904
*
```